38
Properties=species:S:1:pos:R:3:forces:R:3:nbo_charge:R:1 method="wB97M-V/def2-TZVPD" smiles="O=C(c1ccsc1)N1CCC[C@@H](Nc2cccc(F)c2)C1" largest_force_ev_per_a=0.592 total_energy_ev=-35448.8713 homo_lumo_gap_ev=8.75
S 3.10706 -2.29152 0.09610 -0.6 0.0 -0.2 0.464
F 3.74815 1.64602 -1.52255 -0.1 0.0 0.2 -0.329
O -1.26043 -2.40285 1.46880 0.0 -0.1 0.2 -0.619
N -0.51226 1.45476 0.62662 -0.3 0.0 0.2 -0.625
N -1.64138 -1.03677 -0.27472 -0.2 0.0 -0.1 -0.438
C -2.99400 -0.83353 0.23329 -0.3 -0.2 0.2 -0.218
C -1.31135 1.35519 -0.57538 0.1 -0.1 -0.3 -0.044
C 1.60641 -2.01687 0.87190 0.2 -0.1 -0.2 -0.352
C 3.01648 1.46616 -0.39859 0.1 -0.1 0.2 0.436
C 0.85984 1.35299 0.63519 0.5 0.1 0.1 0.292
C -0.84001 -1.84598 0.46822 0.1 -0.1 0.0 0.668
C -3.65338 0.38030 -0.40397 0.2 0.0 0.1 -0.414
C 3.66557 1.19667 0.78942 0.1 0.1 -0.2 -0.339
C -2.78854 1.63144 -0.23825 -0.1 -0.1 -0.1 -0.409
C 2.88411 1.01657 1.92007 -0.1 0.1 -0.1 -0.170
C 2.32110 -2.48152 -1.42113 0.3 0.0 0.2 -0.413
C 0.55706 -2.03715 0.00189 0.3 -0.2 0.2 -0.204
C -1.16272 -0.04731 -1.20667 0.3 0.4 -0.1 -0.246
C 0.97849 -2.32199 -1.32682 0.1 0.0 0.0 -0.246
C 1.64260 1.55278 -0.50326 -0.1 0.0 -0.1 -0.395
C 1.50963 1.08819 1.84734 0.0 0.0 0.1 -0.300
H -3.17817 2.42419 -0.87702 0.0 0.1 0.1 0.221
H -3.57991 -1.73823 0.03811 0.0 0.1 0.2 0.212
H 0.30460 -2.43469 -2.15755 -0.1 0.0 -0.2 0.227
H -1.72305 -0.10453 -2.14460 0.1 0.0 0.0 0.198
H 1.57145 -1.84126 1.92769 -0.1 0.0 0.2 0.249
H -3.83434 0.18835 -1.46261 -0.1 0.0 0.0 0.200
H -2.85196 1.98560 0.79220 0.0 0.1 0.0 0.211
H -0.94288 2.10288 -1.28497 -0.1 -0.1 0.0 0.202
H 3.35848 0.80679 2.86662 0.0 0.0 0.1 0.217
H -0.94853 1.05268 1.44471 0.0 0.1 0.0 0.382
H -2.94174 -0.71621 1.32302 -0.1 0.0 -0.1 0.208
H -4.62348 0.53987 0.06774 0.0 -0.1 -0.1 0.226
H 0.91353 0.93452 2.73537 -0.1 0.0 0.1 0.209
H 1.21162 1.77822 -1.46479 0.0 0.0 -0.1 0.226
H -0.11064 -0.23037 -1.41872 -0.2 0.0 -0.1 0.244
H 2.90269 -2.70297 -2.29358 0.1 -0.1 -0.2 0.238
H 4.73992 1.12956 0.82087 0.1 0.0 0.0 0.230